No. 1
Entry from OMol25: 2 unconnected molecules or ions with the total composition CH2BrNOS at a distorted geometry (ωB97M-V/def2-TZVPD).

The geometry in ORCA input format:
```
! wB97M-V def2-TZVPD RIJCOSX def2/J DEFGRID3
* xyz 0 1
C -0.33 -1.61 1.06
N 0.70 0.90 -1.44
O -0.20 -2.40 0.22
S 0.68 1.26 0.13
Br -1.46 1.64 1.09
H 0.20 0.22 -1.86
H 0.42 0.00 0.81
*
```

Output
HOMO ... -9.831 eV
M ... 156.0 g/mol
Energy above the lowest of the compared OMol25 structures with the same formula, charge and spin ... 232.1 kJ/mol
Strongest force on any atom ... 0.136 Eh/bohr

***

No. 2
Entry from OMol25: 2 unconnected molecules or ions with the total composition CH2BrO2S at a distorted geometry (ωB97M-V/def2-TZVPD).

The geometry in ORCA input format:
```
! wB97M-V def2-TZVPD RIJCOSX def2/J DEFGRID3
* xyz -1 1
C -0.86 -0.38 0.51
O -3.01 -1.57 -0.90
O -0.95 -2.76 -0.35
S -2.01 -1.90 0.09
Br -1.65 0.93 1.52
H -0.19 -0.91 1.02
H 0.74 0.69 -0.23
*
```

Output
HOMO (spin up / spin down) ... -3.824 / -3.696 eV
M ... 158.0 g/mol
Energy above the lowest of the compared OMol25 structures with the same formula, charge and spin ... 400.1 kJ/mol
Strongest force on any atom ... 0.080 Eh/bohr

***

No. 3
Entry from OMol25: a single CH2Cl2FN molecule at a distorted geometry (ωB97M-V/def2-TZVPD).

The geometry in ORCA input format:
```
! wB97M-V def2-TZVPD RIJCOSX def2/J DEFGRID3
* xyz 0 1
C 0.06 0.54 -0.17
N 1.33 0.64 0.57
F -0.59 1.65 0.17
Cl 2.34 -0.71 1.05
Cl 2.47 1.70 -0.48
H 0.25 0.49 -1.19
H -0.58 -0.28 0.07
*
```

Output
HOMO ... -10.141 eV
M ... 117.9 g/mol
SMILES string ... FCN(Cl)Cl
Energy above the lowest of the compared OMol25 structures with the same formula, charge and spin ... 257.2 kJ/mol
Strongest force on any atom ... 0.047 Eh/bohr

***

No. 4
Entry from OMol25: 2 unconnected molecules or ions with the total composition CH2Cl2FP at a distorted geometry (ωB97M-V/def2-TZVPD).

The geometry in ORCA input format:
```
! wB97M-V def2-TZVPD RIJCOSX def2/J DEFGRID3
* xyz 0 1
C 1.42 0.34 -0.28
F 0.93 1.35 0.48
P -2.39 -1.19 0.06
Cl -0.60 -1.20 0.84
Cl -2.72 0.74 -0.08
H 1.49 0.40 -1.41
H 1.88 -0.43 0.40
*
```

Output
HOMO (spin up / spin down) ... -8.078 / -8.284 eV
M ... 134.9 g/mol
Energy above the lowest of the compared OMol25 structures with the same formula, charge and spin ... 263.2 kJ/mol
Strongest force on any atom ... 0.042 Eh/bohr

***

No. 5
Entry from OMol25: 2 unconnected molecules or ions with the total composition CH2Cl2S2 at a distorted geometry (ωB97M-V/def2-TZVPD).

The geometry in ORCA input format:
```
! wB97M-V def2-TZVPD RIJCOSX def2/J DEFGRID3
* xyz 0 1
C 0.76 0.78 -0.10
S -0.57 -0.04 -0.83
S 0.76 1.10 1.59
Cl 2.44 -1.74 0.00
Cl 1.95 1.54 -1.04
H 0.04 -0.34 -1.98
H -0.17 0.18 1.90
*
```

Output
HOMO (spin up / spin down) ... -8.140 / -8.134 eV
M ... 149.1 g/mol
Energy above the lowest of the compared OMol25 structures with the same formula, charge and spin ... 178.5 kJ/mol
Strongest force on any atom ... 0.022 Eh/bohr

***

No. 6
Entry from OMol25: 2 unconnected molecules or ions with the total composition CH2Cl3ISi at a distorted geometry (ωB97M-V/def2-TZVPD).

The geometry in ORCA input format:
```
! wB97M-V def2-TZVPD RIJCOSX def2/J DEFGRID3
* xyz 0 3
C -0.44 -0.83 0.52
Si 0.17 0.87 0.01
Cl 2.00 1.06 0.82
Cl -1.08 2.21 0.86
Cl 0.15 1.23 -1.97
I -2.19 -1.68 -0.15
H 1.29 -1.43 -1.33
H 0.08 -1.44 1.24
*
```

Output
Expectation value of S² ... 2.007
HOMO (spin up / spin down) ... -8.690 / -10.063 eV
M ... 275.4 g/mol
Energy above the lowest of the compared OMol25 structures with the same formula, charge and spin ... 0.0 kJ/mol
Strongest force on any atom ... 0.033 Eh/bohr

***

No. 7
Entry from OMol25: 2 unconnected molecules or ions with the total composition CH2Cl3OP at a distorted geometry (ωB97M-V/def2-TZVPD).

The geometry in ORCA input format:
```
! wB97M-V def2-TZVPD RIJCOSX def2/J DEFGRID3
* xyz 0 1
C 0.05 -0.49 1.10
O 1.43 0.02 -1.32
P 1.37 0.15 0.14
Cl -0.69 -2.00 1.07
Cl 1.28 2.05 0.69
Cl -2.16 0.55 -1.78
H -1.32 -0.32 -2.04
H 0.03 0.05 2.15
*
```

Output
HOMO (spin up / spin down) ... -9.337 / -9.435 eV
M ... 167.4 g/mol
Energy above the lowest of the compared OMol25 structures with the same formula, charge and spin ... 283.4 kJ/mol
Strongest force on any atom ... 0.060 Eh/bohr

***

No. 8
Entry from OMol25: a molecular structure, CH2ClFN2O at a distorted geometry (ωB97M-V/def2-TZVPD).

The geometry in ORCA input format:
```
! wB97M-V def2-TZVPD RIJCOSX def2/J DEFGRID3
* xyz 0 3
C -0.36 0.01 -0.56
N -1.23 0.53 0.25
N 1.00 -1.06 0.29
O -0.18 0.19 -1.76
F 1.28 -0.43 1.49
Cl 2.47 -1.02 -0.73
H -1.27 0.46 1.23
H -1.71 1.32 -0.21
*
```

Output
Expectation value of S² ... 2.014
HOMO (spin up / spin down) ... -6.240 / -11.063 eV
M ... 112.5 g/mol
Energy above the lowest of the compared OMol25 structures with the same formula, charge and spin ... 11.4 kJ/mol
Strongest force on any atom ... 0.075 Eh/bohr

***

No. 9
Entry from OMol25: 3 unconnected molecules or ions with the total composition CH2ClFO2S2 at a distorted geometry (ωB97M-V/def2-TZVPD).

The geometry in ORCA input format:
```
! wB97M-V def2-TZVPD RIJCOSX def2/J DEFGRID3
* xyz 0 1
C -1.14 -1.06 -0.27
O 1.09 1.57 -0.37
O -0.53 -0.74 -1.20
F -0.46 -1.52 0.86
S 2.83 -0.32 0.89
S 2.11 0.56 -0.63
Cl -1.41 1.36 0.84
H -2.27 -1.25 -0.25
H -0.20 1.41 0.13
*
```

Output
HOMO ... -10.733 eV
M ... 164.6 g/mol
Energy above the lowest of the compared OMol25 structures with the same formula, charge and spin ... 21.6 kJ/mol
Strongest force on any atom ... 0.059 Eh/bohr

***

No. 10
Entry from OMol25: a single CH2ClFP2 molecule at a distorted geometry (ωB97M-V/def2-TZVPD).

The geometry in ORCA input format:
```
! wB97M-V def2-TZVPD RIJCOSX def2/J DEFGRID3
* xyz 0 1
C 0.28 0.39 0.57
F -2.80 0.75 0.73
P -0.55 -0.86 -0.42
P -1.86 0.92 -0.59
Cl 1.62 1.19 -0.12
H 0.02 0.30 1.68
H 0.02 -0.45 -1.51
*
```

Output
HOMO ... -8.142 eV
M ... 130.4 g/mol
SMILES string ... FP=[PH]=CCl
Energy above the lowest of the compared OMol25 structures with the same formula, charge and spin ... 157.1 kJ/mol
Strongest force on any atom ... 0.064 Eh/bohr